The following is a DFT calculation (the ωB97M-V functional and the def2-TZVPD basis) of a 10-piece molecular cluster, C28H76O12 overall in a non-equilibrium geometry.

Structure (XYZ):
```
116
C28H76O12 the ωB97M-V functional and the def2-TZVPD basis
C 1.053 5.276 0.238
C 2.182 5.602 1.228
C 3.156 4.439 1.165
O 2.923 6.742 0.814
H 0.701 4.285 0.538
H 1.442 5.236 -0.777
H 0.211 5.969 0.291
H 1.745 5.750 2.220
H 3.867 4.433 2.000
H 3.832 4.626 0.321
H 2.853 3.405 1.009
H 2.476 7.543 1.101
C -3.005 3.570 1.780
C -2.408 2.535 2.692
C -2.767 2.695 4.150
O -2.760 1.226 2.207
H -2.609 4.571 2.018
H -4.056 3.790 2.000
H -2.775 3.350 0.742
H -1.319 2.598 2.578
H -3.848 2.553 4.287
H -2.614 3.729 4.466
H -2.247 1.994 4.796
H -3.500 0.856 2.698
C 1.740 0.492 3.083
C 2.224 0.804 4.496
C 1.605 2.137 4.941
O 1.838 -0.287 5.358
H 2.094 -0.465 2.709
H 2.282 1.256 2.503
H 0.683 0.666 2.898
H 3.313 0.857 4.440
H 1.731 2.209 6.021
H 0.573 2.206 4.613
H 2.255 2.878 4.470
H 2.477 -0.381 6.068
C -4.978 -0.991 -1.931
C -4.384 -0.655 -3.288
C -4.942 0.621 -3.885
O -2.959 -0.543 -3.175
H -4.565 -1.902 -1.498
H -6.063 -1.092 -2.028
H -4.792 -0.186 -1.211
H -4.611 -1.482 -3.967
H -4.473 0.826 -4.845
H -4.807 1.476 -3.214
H -6.028 0.601 -4.034
H -2.766 -0.251 -2.276
C 5.413 -2.500 1.144
C 3.977 -2.312 0.733
C 3.815 -1.217 -0.311
O 3.541 -3.592 0.160
H 6.088 -2.018 0.436
H 5.656 -3.556 1.207
H 5.609 -2.031 2.113
H 3.223 -2.174 1.511
H 4.353 -0.310 -0.039
H 2.743 -1.028 -0.379
H 4.179 -1.592 -1.268
H 2.696 -3.837 0.549
C 2.794 2.558 -5.726
C 2.188 1.572 -4.764
C 1.374 0.474 -5.415
O 3.318 0.956 -4.115
H 2.046 3.177 -6.221
H 3.469 2.048 -6.410
H 3.398 3.270 -5.155
H 1.590 2.107 -4.017
H 1.210 -0.395 -4.770
H 1.951 0.039 -6.241
H 0.418 0.812 -5.816
H 3.022 0.183 -3.624
C 0.489 -2.610 -2.936
C 0.372 -4.130 -2.958
C 1.015 -4.708 -4.190
O 1.042 -4.670 -1.789
H -0.119 -2.154 -3.723
H 1.507 -2.284 -3.182
H 0.212 -2.226 -1.957
H -0.673 -4.394 -2.800
H 2.035 -4.335 -4.308
H 0.463 -4.485 -5.108
H 1.106 -5.797 -4.190
H 1.929 -4.294 -1.731
C -0.064 -0.302 0.139
C -0.642 0.921 -0.564
C -0.191 1.098 -1.985
O -2.074 0.827 -0.566
H 1.027 -0.240 0.101
H -0.378 -1.255 -0.285
H -0.364 -0.322 1.189
H -0.248 1.758 0.034
H -0.282 2.122 -2.351
H -0.573 0.329 -2.653
H 0.911 1.027 -2.022
H -2.401 1.153 0.282
O -0.593 -3.689 0.382
C -1.911 -3.360 -0.020
C -2.884 -4.445 0.371
O -4.186 -3.958 0.061
H -0.152 -4.227 -0.290
H -2.210 -2.425 0.447
H -1.980 -3.238 -1.110
H -2.751 -4.624 1.445
H -2.725 -5.394 -0.150
H -4.859 -4.406 0.577
O -2.618 -3.247 4.097
C -2.578 -1.910 3.651
C -1.588 -1.105 4.447
O -0.327 -1.728 4.313
H -1.712 -3.573 4.124
H -2.360 -1.879 2.573
H -3.586 -1.494 3.731
H -1.962 -1.153 5.482
H -1.495 -0.058 4.146
H 0.332 -1.316 4.887
```

Calculated values
LUMO energy	0.3	eV
maximum force	2.05	eV Å⁻¹
multiplicity	1
HOMO	-9.6255	eV
ΔE to the lowest compared entry with this formula, charge and spin	68.56	kJ/mol
structure (SMILES)	CC(C)O.CC(C)O.CC(C)O.CC(C)O.CC(C)O.CC(C)O.CC(C)O.CC(C)O.OCCO.OCCO

Results of the Mulliken charge analysis, in e, for atoms 1 through 99: number 1, C, carries -0.9177; number 2, C, carries 0.5459; number 3, C, carries -1.2378; number 4, O, carries -0.5530; number 5, H, carries -0.0006; number 6, H, carries 0.3086; number 7, H, carries 0.3757; number 8, H, carries 0.2666; number 9, H, carries 0.3176; number 10, H, carries 0.4071; number 11, H, carries 0.1708; number 12, H, carries 0.3147; number 13, C, carries -1.6455; number 14, C, carries 1.5547; number 15, C, carries -1.6168; number 16, O, carries -0.4030; number 17, H, carries 0.4017; number 18, H, carries 0.3523; number 19, H, carries 0.3586; number 20, H, carries -0.2724; number 21, H, carries 0.4604; number 22, H, carries 0.4341; number 23, H, carries 0.3137; number 24, H, carries 0.1872; number 25, C, carries -0.3586; number 26, C, carries 0.3622; number 27, C, carries -1.0397; number 28, O, carries -0.5565; number 29, H, carries 0.0469; number 30, H, carries 0.3995; number 31, H, carries -0.3252; number 32, H, carries 0.4410; number 33, H, carries 0.3891; number 34, H, carries 0.0524; number 35, H, carries 0.3062; number 36, H, carries 0.2832; number 37, C, carries -1.2209; number 38, C, carries 0.6309; number 39, C, carries -1.3977; number 40, O, carries -0.4645; number 41, H, carries 0.2217; number 42, H, carries 0.4476; number 43, H, carries 0.1762; number 44, H, carries 0.2850; number 45, H, carries 0.3321; number 46, H, carries 0.2424; number 47, H, carries 0.4201; number 48, H, carries 0.1695; number 49, C, carries -1.4280; number 50, C, carries 0.9848; number 51, C, carries -0.6018; number 52, O, carries -0.6182; number 53, H, carries 0.3393; number 54, H, carries 0.3369; number 55, H, carries 0.3145; number 56, H, carries -0.0063; number 57, H, carries 0.4453; number 58, H, carries -0.3938; number 59, H, carries 0.4472; number 60, H, carries 0.2942; number 61, C, carries -1.5761; number 62, C, carries 1.1920; number 63, C, carries -0.7733; number 64, O, carries -0.5722; number 65, H, carries 0.3715; number 66, H, carries 0.3554; number 67, H, carries 0.3771; number 68, H, carries -0.1345; number 69, H, carries -0.1059; number 70, H, carries 0.3833; number 71, H, carries 0.3559; number 72, H, carries 0.2525; number 73, C, carries -0.4703; number 74, C, carries 0.3968; number 75, C, carries -1.5897; number 76, O, carries -0.6183; number 77, H, carries 0.5075; number 78, H, carries 0.3461; number 79, H, carries -0.3942; number 80, H, carries 0.3772; number 81, H, carries 0.3385; number 82, H, carries 0.3819; number 83, H, carries 0.3768; number 84, H, carries 0.3188; number 85, C, carries 2.0040; number 86, C, carries 1.5792; number 87, C, carries -1.3522; number 88, O, carries -0.0616; number 89, H, carries -0.0027; number 90, H, carries -1.6128; number 91, H, carries -0.7925; number 92, H, carries -0.4466; number 93, H, carries 0.4476; number 94, H, carries 0.0073; number 95, H, carries 0.3387; number 96, H, carries -0.1112; number 97, O, carries -0.5119; number 98, C, carries 0.5023; number 99, C, carries -0.6983

---

The following is a DFT calculation (the ωB97M-V functional and the def2-TZVPD basis) of C28H77CrN7O15RbS2 as an isolated structure in a non-equilibrium geometry.

Structure (XYZ):
```
131
C28H77CrN7O15RbS2 the ωB97M-V functional and the def2-TZVPD basis
Cr -16.383 2.362 -20.455
Rb -20.536 1.667 -20.384
S -18.564 4.257 -21.961
O -18.192 3.612 -23.205
O -18.489 5.694 -22.119
O -19.964 3.977 -21.632
O -17.678 3.806 -20.890
S -17.665 1.175 -18.364
O -16.644 2.255 -18.378
O -17.237 0.000 -17.644
O -18.923 1.706 -17.863
O -17.758 0.980 -19.805
C -18.722 6.768 -16.071
C -18.791 5.253 -15.796
C -20.105 4.877 -15.064
O -20.319 5.603 -13.853
C -21.558 5.340 -13.241
N -18.801 4.601 -17.095
H -18.812 7.363 -15.162
H -19.512 7.087 -16.751
H -17.756 7.114 -16.437
H -17.896 4.900 -15.282
H -20.163 3.821 -14.799
H -21.001 5.068 -15.654
H -22.327 5.371 -14.013
H -21.721 6.137 -12.516
H -21.715 4.425 -12.670
H -17.909 4.457 -17.547
H -19.112 3.665 -16.879
C -15.766 -2.434 -19.275
C -14.430 -2.042 -18.693
C -13.202 -2.274 -19.556
O -12.914 -3.679 -19.434
C -11.584 -4.041 -19.767
N -14.628 -0.626 -18.380
H -16.523 -2.421 -18.490
H -15.673 -3.490 -19.529
H -16.148 -1.950 -20.174
H -14.384 -2.447 -17.683
H -12.373 -1.644 -19.236
H -13.369 -2.100 -20.619
H -11.325 -3.730 -20.779
H -11.631 -5.129 -19.722
H -10.868 -3.586 -19.082
H -15.511 -0.534 -17.899
H -13.892 -0.450 -17.711
C -21.501 0.481 -25.751
C -20.156 1.084 -25.346
C -19.681 2.232 -26.224
O -19.451 1.857 -27.533
C -19.261 2.996 -28.390
N -20.294 1.534 -23.955
H -21.403 0.094 -26.765
H -22.296 1.215 -25.618
H -21.884 -0.248 -25.036
H -19.415 0.285 -25.358
H -18.752 2.670 -25.861
H -20.374 3.072 -26.189
H -20.210 3.517 -28.515
H -19.011 2.623 -29.383
H -18.444 3.667 -28.125
H -19.519 2.048 -23.563
H -20.948 2.295 -24.066
C -17.473 -0.071 -23.404
C -16.155 0.389 -22.757
C -14.987 0.090 -23.741
O -13.750 0.533 -23.156
C -12.586 0.228 -23.917
N -16.231 1.839 -22.575
H -17.531 -1.156 -23.488
H -17.634 0.396 -24.375
H -18.312 0.224 -22.773
H -16.017 -0.187 -21.842
H -15.030 0.568 -24.719
H -14.816 -0.979 -23.868
H -12.217 -0.795 -23.849
H -11.728 0.788 -23.545
H -12.746 0.392 -24.983
H -17.111 2.138 -22.970
H -15.687 2.100 -23.385
C -14.322 4.434 -14.665
C -15.037 3.957 -15.967
C -14.725 4.764 -17.278
O -15.128 6.104 -17.065
C -15.128 6.767 -18.307
N -14.854 2.533 -16.194
H -14.983 4.296 -13.810
H -13.899 5.437 -14.723
H -13.429 3.851 -14.441
H -16.068 4.140 -15.663
H -15.371 4.416 -18.083
H -13.666 4.659 -17.514
H -14.132 6.869 -18.739
H -15.519 7.743 -18.018
H -15.865 6.354 -18.996
H -15.256 2.004 -15.433
H -15.413 2.287 -16.999
C -15.675 5.869 -25.116
C -16.272 4.693 -25.896
C -15.425 4.503 -27.161
O -15.874 3.323 -27.790
C -15.379 3.161 -29.102
N -16.210 3.587 -25.026
H -16.248 6.070 -24.210
H -15.702 6.816 -25.656
H -14.643 5.714 -24.800
H -17.294 4.945 -26.178
H -14.358 4.404 -26.965
H -15.575 5.370 -27.805
H -14.292 3.123 -29.032
H -15.689 4.001 -29.723
H -15.788 2.206 -29.433
H -17.010 3.641 -24.412
H -16.466 2.818 -25.628
C -12.140 1.652 -20.176
C -13.522 2.296 -19.877
C -13.689 3.542 -20.776
O -15.003 4.098 -20.565
C -15.130 5.267 -21.386
N -14.490 1.354 -20.259
H -11.920 0.878 -19.440
H -11.302 2.344 -20.094
H -12.078 1.262 -21.191
H -13.533 2.712 -18.870
H -13.510 3.340 -21.832
H -12.877 4.201 -20.469
H -15.903 5.932 -21.000
H -15.326 4.940 -22.407
H -14.324 5.999 -21.350
H -14.074 0.903 -21.061
H -14.423 0.621 -19.567
```

Calculated values
net charge	-1
LUMO energy (alpha / beta)	1.8 / 1.8	eV
maximum force	4.55	eV Å⁻¹
multiplicity	5
HOMO (alpha / beta)	-3.1897 / -5.3772	eV

Results of the Mulliken charge analysis, in e, for atoms 1 through 99: number 1, Cr, carries 0.1802; number 2, Rb, carries 0.9212; number 3, S, carries 1.1415; number 4, O, carries -1.1253; number 5, O, carries -0.8671; number 6, O, carries -0.8944; number 7, O, carries -0.5464; number 8, S, carries 1.5094; number 9, O, carries 0.3673; number 10, O, carries -1.0808; number 11, O, carries -0.9405; number 12, O, carries -0.5495; number 13, C, carries -1.5161; number 14, C, carries 1.1705; number 15, C, carries -0.9079; number 16, O, carries -0.3174; number 17, C, carries -0.7340; number 18, N, carries -0.3902; number 19, H, carries 0.3799; number 20, H, carries 0.3082; number 21, H, carries 0.2309; number 22, H, carries -0.3843; number 23, H, carries 0.4858; number 24, H, carries 0.5188; number 25, H, carries 0.3115; number 26, H, carries 0.2417; number 27, H, carries 0.2747; number 28, H, carries -0.2046; number 29, H, carries 0.2352; number 30, C, carries -1.4481; number 31, C, carries 0.3986; number 32, C, carries -0.3707; number 33, O, carries -0.3832; number 34, C, carries -0.7676; number 35, N, carries -0.5080; number 36, H, carries 0.3819; number 37, H, carries 0.5220; number 38, H, carries 0.0520; number 39, H, carries 0.3636; number 40, H, carries 0.4168; number 41, H, carries 0.1292; number 42, H, carries 0.2768; number 43, H, carries 0.2668; number 44, H, carries 0.2965; number 45, H, carries 0.1905; number 46, H, carries 0.2273; number 47, C, carries -1.8043; number 48, C, carries 0.5308; number 49, C, carries 0.0796; number 50, O, carries -0.4031; number 51, C, carries -0.6428; number 52, N, carries -0.3366; number 53, H, carries 0.3398; number 54, H, carries 0.3544; number 55, H, carries 0.4329; number 56, H, carries 0.2513; number 57, H, carries -0.1802; number 58, H, carries 0.5415; number 59, H, carries 0.3532; number 60, H, carries 0.2846; number 61, H, carries 0.1172; number 62, H, carries -0.1235; number 63, H, carries 0.3240; number 64, C, carries -2.1538; number 65, C, carries 1.9502; number 66, C, carries -1.4558; number 67, O, carries 0.0476; number 68, C, carries -1.1285; number 69, N, carries 1.2180; number 70, H, carries 0.6228; number 71, H, carries 0.1087; number 72, H, carries 0.4922; number 73, H, carries -1.1280; number 74, H, carries 0.2872; number 75, H, carries 0.5880; number 76, H, carries 0.3622; number 77, H, carries 0.3173; number 78, H, carries 0.3243; number 79, H, carries -0.5654; number 80, H, carries 0.0692; number 81, C, carries -1.7345; number 82, C, carries 2.3067; number 83, C, carries 0.1317; number 84, O, carries -0.4534; number 85, C, carries -0.5788; number 86, N, carries -0.5387; number 87, H, carries 0.3529; number 88, H, carries 0.3448; number 89, H, carries 0.4298; number 90, H, carries -1.1797; number 91, H, carries -0.6048; number 92, H, carries 0.4167; number 93, H, carries 0.3414; number 94, H, carries 0.4290; number 95, H, carries 0.0066; number 96, H, carries 0.3305; number 97, H, carries -0.2280; number 98, C, carries -1.5707; number 99, C, carries 0.9383